Here is a molecular structure, C47H46IrN2O2P3 from OMol25. Energies are from ωB97M-V/def2-TZVPD.

Last column: Löwdin spin population.
Positions of all 101 atoms, in Å:
1 C 2.457 1.130 2.180  0.03
2 C -2.425 -5.414 -1.078  0.00
3 H 3.102 -1.402 4.326  0.00
4 C -2.366 1.420 0.477  0.47
5 C 3.230 -0.465 3.800  0.00
6 C -1.108 -2.138 1.939  0.04
7 H 3.921 -1.411 -0.182  0.00
8 C 3.652 1.132 -2.509  0.01
9 H -1.597 1.049 1.175  0.06
10 H -1.394 -2.030 5.298  0.00
11 H 2.510 3.165 -0.388  0.00
12 H -2.860 -0.034 2.795  0.00
13 C 2.298 -0.079 2.849  0.01
14 N 1.900 2.358 -0.364  0.01
15 C 0.097 5.133 -3.628  0.00
16 C 4.178 0.317 -4.711  0.01
17 H -1.828 5.792 -4.304  0.00
18 Ir -0.224 0.174 -0.274  2.08
19 H 0.614 6.010 -3.995  0.00
20 H 3.974 1.454 -1.526  0.00
21 H -1.223 3.585 4.812  0.00
22 H 1.514 -4.072 2.914  0.00
23 H -3.257 -3.622 1.653  0.00
24 C 2.403 -1.679 -1.175  0.01
25 C -0.943 3.715 3.775  0.00
26 H 1.451 -0.721 2.627  0.00
27 C 0.032 -2.946 1.856  0.02
28 C -2.359 -4.336 -0.198  0.00
29 H -6.680 0.859 -0.898  0.00
30 H 5.333 2.189 3.618  0.00
31 H 3.665 2.909 1.960  0.00
32 P -1.709 -1.617 0.299  0.13
33 H -2.828 -6.354 -0.719  0.00
34 P 1.200 1.666 1.014  0.14
35 H -4.416 -2.681 -0.124  0.00
36 C 3.548 1.953 2.460  0.01
37 C 0.647 -3.430 2.996  0.00
38 C 4.591 0.734 -3.455  0.00
39 C -5.671 -0.996 -0.487  0.17
40 H -3.663 -5.278 1.210  0.00
41 C -1.942 3.878 -3.346  0.00
42 C 0.808 4.127 -2.996  0.00
43 H 5.052 0.043 4.809  0.00
44 H 0.833 0.717 -4.363  0.00
45 H -2.084 -6.170 -3.051  0.00
46 H -3.765 -1.519 3.044  0.00
47 C 2.299 1.133 -2.837  0.02
48 H 5.136 -3.215 -1.382  0.00
49 C -0.209 4.072 1.115  0.01
50 C -0.990 -2.278 4.323  0.00
51 C -1.277 5.007 -3.803  0.00
52 H 0.423 -3.218 0.880  0.00
53 H 3.254 -1.990 -3.084  0.00
54 N 4.713 -2.315 -1.558  0.00
55 H 1.884 4.218 -2.886  0.00
56 C -1.431 -3.024 -2.022  0.01
57 H -2.051 5.537 3.546  0.00
58 C -1.634 -1.783 3.189  0.01
59 O 2.961 -1.157 -0.106  0.01
60 C 4.484 1.555 3.399  0.00
61 H -2.440 2.496 0.395  0.02
62 H 0.588 -3.469 5.144  0.00
63 P 1.041 1.692 -1.667  0.11
64 H -1.031 -2.085 -2.382  0.01
65 C 3.363 -2.423 -2.088  0.00
66 C -2.865 -4.536 1.207  0.00
67 C -3.356 -0.848 0.198  0.14
68 C 0.129 -3.092 4.239  0.01
69 C -5.752 0.396 -0.591  0.00
70 H 0.268 1.946 3.726  0.00
71 H -1.753 1.992 -2.337  0.01
72 H 0.068 4.210 0.076  0.00
73 O 1.212 -1.568 -1.407  0.12
74 H -4.714 2.249 -0.363  0.00
75 H 4.911 0.017 -5.450  0.00
76 C 1.886 0.711 -4.102  0.01
77 H 5.646 0.774 -3.212  0.00
78 C -2.010 -5.311 -2.397  0.00
79 H -2.071 -4.901 1.862  0.00
80 C 0.140 2.998 -2.520  0.02
81 C -4.658 1.168 -0.301  0.13
82 C -0.108 2.794 3.165  0.01
83 C -1.834 -3.129 -0.689  0.02
84 C -3.433 0.588 0.133  0.08
85 C -1.037 4.995 1.738  0.00
86 H -1.207 -4.012 -3.909  0.00
87 C 4.322 0.347 4.070  0.00
88 C -1.407 4.815 3.063  0.01
89 H -1.389 5.859 1.188  0.00
90 H -3.016 -0.703 4.412  0.00
91 H 2.504 -0.026 -6.013  0.00
92 C -2.881 -0.961 3.363  0.00
93 H -3.009 3.778 -3.496  0.00
94 C 2.824 0.296 -5.031  0.00
95 C -4.472 -1.601 -0.123  0.00
96 C -1.519 -4.107 -2.877  0.00
97 H 5.319 -1.793 -2.175  0.00
98 C 0.263 2.974 1.829  0.01
99 H -6.533 -1.608 -0.712  0.01
100 C -1.235 2.874 -2.700  0.01
101 H 3.019 -3.455 -2.154  0.00

* energy above the lowest of the compared OMol25 structures with the same formula, charge and spin: 0.00 kcal per mole
* spin multiplicity: 5
* expectation value of S²: 6.043
* calculated total energy: -87253.49980 eV
* charge: +2
* LUMO (alpha / beta): -4.29 / -7.29 eV
* gap between HOMO and LUMO (alpha / beta): 7.84 / 6.16 eV